A single C5H8O molecule. Source: the Open Molecules 2025 dataset; level of theory: the ωB97M-V functional and the def2-TZVPD basis.

Last column: natural (NBO) charge in e.
Geometry (Å):
C 1.449 -0.818 -1.277  -0.401
C 0.483 -1.188 -0.446  -0.156
C -0.884 -0.545 -0.410  -0.506
C -0.698 0.706 0.414  0.362
C -0.341 0.695 1.694  -0.558
O -0.768 1.818 -0.365  -0.678
H 1.267 -0.099 -2.070  0.194
H 2.469 -1.162 -1.139  0.200
H 0.708 -1.870 0.371  0.197
H -1.224 -0.255 -1.407  0.233
H -1.641 -1.203 0.030  0.228
H -0.264 -0.244 2.215  0.209
H -0.068 1.583 2.234  0.197
H -0.486 2.582 0.156  0.480

Values from the calculation:
Energy above the lowest of the compared OMol25 structures with the same formula, charge and spin (kcal/mol): 35.5
Kohn-Sham gap (eV): 9.62
SMILES: C=CCC(=C)O
Calculated total energy (Ha): -270.5013

A molecular structure, C35H38IrN11S2Se at a distorted geometry. Source: the Open Molecules 2025 dataset; level of theory: the ωB97M-V functional and the def2-TZVPD basis.

Last column: Mulliken spin population.
Geometry (Å):
Ir 0.004 0.424 0.005  1.429
S 0.162 -1.928 1.291  0.382
C 0.047 -3.358 0.359  -0.015
N -0.237 -4.526 0.959  0.119
C -0.370 -5.710 0.140  0.012
C 0.717 -5.696 -0.929  -0.014
N 0.595 -4.480 -1.700  0.326
C 0.663 -4.597 -3.134  -0.043
C -0.550 -5.315 -3.675  0.014
C -1.797 -4.716 -3.542  0.007
C -2.919 -5.332 -4.063  0.001
C -2.799 -6.551 -4.712  0.004
C -1.560 -7.155 -4.834  -0.001
C -0.433 -6.542 -4.310  0.007
C 0.292 -3.338 -1.038  0.414
S 0.050 -1.854 -1.955  0.106
C -0.398 -4.694 2.391  0.005
C 0.754 -5.479 2.973  0.001
C 2.031 -4.931 2.970  0.004
C 3.101 -5.647 3.476  0.000
C 2.903 -6.918 3.993  0.000
C 1.633 -7.467 4.002  0.000
C 0.562 -6.753 3.490  0.000
H -1.360 -5.732 -0.335  0.003
H -0.264 -6.589 0.776  -0.001
H 0.600 -6.550 -1.595  -0.002
H 1.704 -5.742 -0.452  0.015
H 1.576 -5.137 -3.404  0.010
H 0.689 -3.596 -3.575  -0.009
H -1.879 -3.762 -3.038  0.011
H -3.882 -4.854 -3.972  0.000
H -3.675 -7.028 -5.122  0.000
H -1.462 -8.100 -5.343  0.000
H 0.534 -7.012 -4.410  0.001
H -1.339 -5.222 2.574  0.001
H -0.454 -3.703 2.846  -0.001
H 2.184 -3.935 2.578  -0.002
H 4.088 -5.210 3.475  0.000
H 3.737 -7.474 4.393  0.000
H 1.470 -8.452 4.411  0.000
H -0.427 -7.188 3.508  0.000
N -3.374 -0.286 0.441  0.006
C -2.856 0.477 1.402  -0.026
N -3.689 0.965 2.302  -0.001
C -3.171 1.672 3.305  0.000
N -3.971 2.265 4.175  0.001
N -1.837 1.808 3.481  0.001
C -1.075 1.321 2.542  0.052
N -1.510 0.698 1.424  -0.050
C 0.376 1.427 2.748  -0.070
C 0.899 1.990 3.909  -0.002
C 2.272 1.977 4.093  0.008
C 3.070 1.379 3.126  0.000
C 2.469 0.859 1.991  -0.002
N 1.158 0.907 1.798  0.012
H -4.375 -0.377 0.409  0.000
H -2.800 -0.604 -0.321  0.010
H -4.968 2.162 4.089  0.000
H -3.571 2.783 4.941  0.000
H 0.220 2.414 4.629  0.000
H 2.715 2.406 4.979  0.000
H 4.140 1.317 3.242  0.000
H 3.059 0.379 1.222  0.008
Se 2.701 -2.108 -3.939  0.268
N 3.574 -0.632 -3.973  0.380
C 3.189 0.249 -3.057  -0.005
C 3.718 1.542 -2.931  0.161
C 3.199 2.352 -1.942  -0.060
C 2.205 1.875 -1.109  0.198
N 1.646 0.651 -1.231  -0.001
C 2.119 -0.143 -2.183  0.030
N 1.652 -1.406 -2.409  0.116
H 4.494 1.863 -3.603  -0.004
H 3.547 3.363 -1.810  -0.002
H 1.821 2.505 -0.322  0.016
C -2.649 2.981 -2.482  0.007
C -1.897 2.537 -1.219  0.012
C -0.925 3.637 -0.787  0.020
C -1.182 1.238 -1.545  0.138
H -3.176 3.910 -2.290  0.001
H -3.372 2.231 -2.794  -0.001
H -1.943 3.140 -3.294  0.001
H -2.634 2.392 -0.422  0.004
H -0.202 3.838 -1.576  0.004
H -0.397 3.348 0.123  -0.029
H -1.466 4.559 -0.588  0.001
H -0.505 1.441 -2.383  0.005
H -1.919 0.507 -1.893  0.007

Values from the calculation:
Energy above the lowest of the compared OMol25 structures with the same formula, charge and spin (kcal/mol): 57.5
Kohn-Sham gap (alpha / beta) (eV): 6.71 / 6.61
Spin multiplicity: 5
Calculated total energy (Ha): -5260.4947
Net charge: +2

A single C5H8O2 molecule at a distorted geometry. Source: the Open Molecules 2025 dataset; level of theory: the ωB97M-V functional and the def2-TZVPD basis.

Last column: natural (NBO) charge in e.
Geometry (Å):
C 0.149 0.762 1.917  -0.653
C 0.374 -0.643 1.417  -0.060
O 0.849 -0.644 -0.127  -0.519
C -0.097 -0.374 -1.022  0.042
C 0.316 0.238 -2.319  -0.631
C -1.374 -0.785 -0.767  0.556
O -2.550 -0.721 -0.703  -0.474
H 0.950 1.429 1.579  0.227
H -0.791 1.172 1.541  0.220
H 0.141 0.782 3.012  0.226
H 1.254 -1.094 1.875  0.201
H -0.476 -1.310 1.559  0.187
H 1.367 0.028 -2.533  0.232
H -0.278 -0.161 -3.147  0.229
H 0.166 1.322 -2.282  0.217

Values from the calculation:
Energy above the lowest of the compared OMol25 structures with the same formula, charge and spin (kcal/mol): 62.3
Kohn-Sham gap (eV): 8.22
SMILES: CCOC(C)=C=O
Calculated total energy (Ha): -345.7057

A single C6H12O molecule at a distorted geometry. Source: the Open Molecules 2025 dataset; level of theory: the ωB97M-V functional and the def2-TZVPD basis.

Last column: natural (NBO) charge in e.
Geometry (Å):
C -1.884 -0.521 -0.533  -0.685
C -0.917 0.563 -0.238  0.394
O -1.426 1.535 0.561  -0.693
C 0.678 -1.455 -0.002  -0.381
C 1.290 -0.510 0.973  -0.481
C 1.513 0.842 0.260  -0.382
C 0.376 1.002 -0.793  -0.479
H -1.923 -1.196 0.333  0.216
H -1.531 -1.115 -1.375  0.242
H -2.911 -0.140 -0.684  0.186
H -2.378 1.400 0.698  0.475
H 0.007 -2.242 0.343  0.170
H 1.394 -1.865 -0.733  0.165
H 0.569 -0.368 1.788  0.200
H 2.242 -0.839 1.426  0.209
H 2.473 0.871 -0.270  0.198
H 1.512 1.667 0.983  0.207
H 0.594 0.319 -1.619  0.227
H 0.325 2.054 -1.119  0.213

Values from the calculation:
Energy above the lowest of the compared OMol25 structures with the same formula, charge and spin (kcal/mol): 94.0
Kohn-Sham gap (alpha / beta) (eV): 7.19 / 8.61
Calculated total energy (Ha): -310.9094